# C4H4FN

C4H4FN in the gas phase in a non-equilibrium geometry (ωB97M-V/def2-TZVPD, the Open Molecules 2025 dataset).

Values from the calculation:
HOMO-LUMO gap = 9.3 eV
LUMO level = 0.985 eV
Total charge = 0

Positions of all 10 atoms, in Å:
F1 2.45144 0.00250 0.00420
C1 1.15493 0.01603 -0.00844
C2 0.26537 1.17371 -0.02177
C3 -0.98220 0.65172 -0.01447
N1 -0.94935 -0.68990 0.01932
C4 0.35308 -1.14443 -0.00811
H1 0.50050 2.25596 0.04402
H2 -1.89002 1.24049 0.04749
H3 -1.68483 -1.35519 -0.05299
H4 0.78108 -2.15088 -0.00924

***

# C4H4FNOS

C4H4FNOS in the gas phase in a non-equilibrium geometry (ωB97M-V/def2-TZVPD, the Open Molecules 2025 dataset).

Values from the calculation:
HOMO-LUMO gap = 8.9 eV
LUMO level = 0.491 eV
Total charge = 0

Positions of all 12 atoms, in Å:
O1 -0.83476 1.99894 -0.01117
N1 -0.09785 0.94991 -0.04308
C1 1.28181 1.04553 0.19199
C2 1.65029 -0.30488 -0.05591
F1 2.96527 -0.70405 0.04974
C3 0.58479 -1.17245 -0.10632
C4 -0.49738 -0.36269 -0.10231
S1 -2.26184 -0.84151 0.01229
H1 -1.08687 2.24366 -0.88836
H2 1.81027 2.05352 0.11420
H3 0.48643 -2.29639 -0.22407
H4 -2.46180 -0.07414 1.18014

***

# C4H4FO3

A gas-phase ion, C4H4FO3 (charge -1) in a non-equilibrium geometry (ωB97M-V/def2-TZVPD, the Open Molecules 2025 dataset).

Values from the calculation:
HOMO-LUMO gap (spin up / spin down) = 4.8 / 6.6 eV
LUMO level (spin up / spin down) = 4.178 / 1.900 eV
Total charge = -1
Multiplicity = 3

Positions of all 12 atoms, in Å:
C1 -0.12825 -1.65636 1.31935
C2 1.92578 -1.43056 -0.28577
C3 -0.09445 0.31885 -0.60106
C4 0.05248 -1.29971 -0.04920
O1 2.51394 -0.52907 0.25944
O2 -0.60165 -2.71581 1.75909
O3 2.19149 -2.34670 -1.01543
F1 -0.46051 -2.22758 -0.92589
H1 0.04788 -0.81490 1.99258
H2 0.58600 0.27211 -1.44862
H3 -1.18211 0.62118 -0.66363
H4 0.36393 1.06080 0.03407

***

# C4H4IN

C4H4IN in the gas phase in a non-equilibrium geometry (ωB97M-V/def2-TZVPD, the Open Molecules 2025 dataset).

Values from the calculation:
HOMO-LUMO gap = 7.9 eV
LUMO level = -0.641 eV
Total charge = 0

Positions of all 10 atoms, in Å:
I1 -5.26142 0.18464 0.15209
N1 -3.52151 -0.67255 -0.65771
C1 -2.44942 -0.50800 -0.14255
C2 -1.14803 -0.45426 -0.01922
C3 0.16975 -0.65369 0.55279
C4 -0.06996 0.36828 -0.52889
H1 0.51025 -0.27568 1.54558
H2 0.73808 -1.52306 0.46952
H3 -0.05641 1.45068 -0.31734
H4 0.22258 0.21174 -1.47620

***

# C4H4INO3

2 unconnected molecules or ions with the total composition C4H4INO3 in a non-equilibrium geometry (ωB97M-V/def2-TZVPD, the Open Molecules 2025 dataset).

Values from the calculation:
HOMO-LUMO gap = 8.9 eV
LUMO level = -0.636 eV
Total charge = 0

Positions of all 13 atoms, in Å:
O1 0.67434 0.05552 0.82955
C1 1.51276 0.56971 0.17767
C2 1.15091 1.73458 -0.82121
C3 -0.08466 2.21775 -0.82872
C4 -1.22574 2.60216 -0.75864
N1 -2.53793 3.03268 -0.74833
O2 -3.23454 2.77735 0.18864
O3 -2.93444 3.68521 -1.69446
H1 2.54408 0.30316 -0.07719
H2 1.62192 1.56366 -1.86250
H3 1.88940 2.49366 -0.40428
I1 -2.92936 -0.45078 0.52622
H4 -2.60436 -0.11094 2.04361

***

# C4H4INS

A molecular structure, C4H4INS in a non-equilibrium geometry (ωB97M-V/def2-TZVPD, the Open Molecules 2025 dataset).

Values from the calculation:
HOMO-LUMO gap = 9.0 eV
LUMO level = 0.220 eV
Total charge = 0

Positions of all 11 atoms, in Å:
C1 -0.24541 1.08883 0.38912
C2 -1.10549 0.16731 0.77497
C3 0.12446 -1.60922 -0.13120
C4 0.90333 0.92505 -0.56821
N1 -0.96927 -1.17348 0.32904
S1 1.59137 -0.77155 -0.37422
I1 -0.00641 -3.75349 -0.28588
H1 -0.56899 2.05725 0.47468
H2 -2.02134 0.53301 1.24348
H3 0.46543 1.03880 -1.59009
H4 1.83233 1.49750 -0.26170

***

# C4H4InO

A molecular structure, C4H4InO in a non-equilibrium geometry (ωB97M-V/def2-TZVPD, the Open Molecules 2025 dataset).

Values from the calculation:
HOMO-LUMO gap (spin up / spin down) = 8.9 / 5.7 eV
LUMO level (spin up / spin down) = -16.394 / -18.139 eV
Total charge = +3

Positions of all 10 atoms, in Å:
H1 -3.17298 0.12481 1.62606
C1 -3.23959 -0.32262 -0.46653
C2 -2.17846 0.46416 -0.11047
C3 -2.21678 0.81788 1.30126
C4 -1.25262 0.96372 2.14704
O1 -0.35893 1.17041 2.90067
In1 0.93021 2.14002 3.68873
H2 -3.30476 -1.34109 -0.07652
H3 -3.70385 -0.13689 -1.43696
H4 -1.79205 1.23003 -0.78682

***

# C4H4IrLiO5

A molecular structure, C4H4IrLiO5 in a non-equilibrium geometry (ωB97M-V/def2-TZVPD, the Open Molecules 2025 dataset).

Values from the calculation:
HOMO-LUMO gap (spin up / spin down) = 8.4 / 6.7 eV
LUMO level (spin up / spin down) = -13.883 / -17.522 eV
Total charge = +3
Multiplicity = 6

Positions of all 15 atoms, in Å:
O1 0.17208 -1.36958 1.97291
C1 -0.63586 -0.87038 2.75516
O2 -1.22009 0.22395 2.57131
Li1 -1.62814 1.87850 3.34375
Ir1 0.10314 0.41991 0.87586
C2 -0.23900 1.43839 -1.16368
C3 0.83390 2.21374 -0.99508
H1 -1.21482 1.02449 -1.43356
H2 1.86274 1.89638 -1.18105
O3 -0.02349 5.06683 0.80909
C4 0.00899 3.82163 0.51518
O4 -0.95594 3.02761 0.72141
O5 0.88446 3.49971 -0.38365
H3 -0.64069 5.26445 1.53125
H4 -1.17422 2.54659 -1.11460

***

# C4H4KMgO5

A molecular structure, C4H4KMgO5 in a non-equilibrium geometry (ωB97M-V/def2-TZVPD, the Open Molecules 2025 dataset).

Values from the calculation:
HOMO-LUMO gap (spin up / spin down) = 7.3 / 6.7 eV
LUMO level (spin up / spin down) = -8.183 / -8.809 eV
Total charge = +2
Multiplicity = 2

Positions of all 15 atoms, in Å:
O1 -0.40876 -3.03353 2.56476
C1 -0.30588 -2.09247 3.34876
O2 -0.19182 -0.88728 3.01327
K1 1.05715 1.15061 4.62575
Mg1 -0.33848 -1.66297 0.96930
C2 -1.16608 -0.63529 -0.93407
C3 -0.20361 -0.65268 -1.84848
H1 -2.24436 -0.59063 -1.08787
H2 0.17186 -1.55858 -2.32841
O3 1.76752 2.23921 -1.61003
C4 0.86142 1.40360 -1.26051
O4 -0.10047 1.79158 -0.52597
O5 0.81166 0.35588 -1.99811
H3 1.40843 2.98925 -2.11137
H4 -1.11859 1.18327 -0.81702

***

# C4H4KO2

A molecular structure, C4H4KO2 in a non-equilibrium geometry (ωB97M-V/def2-TZVPD, the Open Molecules 2025 dataset).

Values from the calculation:
HOMO-LUMO gap (spin up / spin down) = 8.6 / 7.1 eV
LUMO level (spin up / spin down) = -8.496 / -9.925 eV
Total charge = +2
Multiplicity = 2

Positions of all 11 atoms, in Å:
C1 0.70277 -1.54976 1.62057
O1 -0.30390 -2.01390 2.07223
H1 -0.39240 -2.69538 2.78168
C2 0.92422 -0.23180 0.35639
C3 -0.21564 0.16693 -0.39495
C4 -0.70126 1.31055 -0.88973
O2 -0.83310 2.00105 -1.85154
K1 -0.84907 2.83180 -4.40729
H2 1.38033 0.54620 0.99112
H3 1.75894 -0.64411 -0.23204
H4 -1.47089 0.27843 -0.04644

***

# C4H4LiO12

A molecular structure, C4H4LiO12 in a non-equilibrium geometry (ωB97M-V/def2-TZVPD, the Open Molecules 2025 dataset).

Values from the calculation:
HOMO-LUMO gap = 6.6 eV
LUMO level = 7.503 eV
Total charge = -3

Positions of all 21 atoms, in Å:
Li1 -7.63739 11.11886 2.77938
O1 -11.02170 10.74276 4.70745
C1 -10.34809 10.33262 3.60427
O2 -10.56688 9.15249 3.22940
O3 -9.57256 11.13540 3.02727
H1 -11.42930 9.88813 4.91620
O4 -7.73984 14.78319 1.34472
C2 -6.61414 13.98260 1.31231
O5 -6.84552 12.85455 1.85886
O6 -5.50755 14.31504 0.85287
H2 -8.15453 13.98188 1.77551
O7 -8.87515 7.60608 1.56294
C3 -7.57110 8.02851 1.49073
O8 -6.84804 7.50698 0.63196
O9 -7.29330 9.11482 2.09705
H3 -9.33554 8.22843 2.16102
O10 -8.79823 12.46386 5.85242
C4 -7.45944 12.23271 5.74540
O11 -6.61371 12.81911 6.44130
O12 -7.05531 11.58255 4.71582
H4 -9.09396 12.06363 5.01435

***

# C4H4MgNaO5

A molecular structure, C4H4MgNaO5 in a non-equilibrium geometry (ωB97M-V/def2-TZVPD, the Open Molecules 2025 dataset).

Values from the calculation:
HOMO-LUMO gap (spin up / spin down) = 6.7 / 6.6 eV
LUMO level (spin up / spin down) = -0.743 / -1.531 eV
Total charge = 0
Multiplicity = 2

Positions of all 15 atoms, in Å:
O1 -1.53404 0.41001 0.90979
C1 -1.93105 0.69075 -0.27831
C2 0.70837 0.53391 0.61583
O2 -2.90966 0.21623 -0.84312
O3 -0.92299 1.15219 -1.06615
C3 0.23169 1.61591 -0.36306
H1 1.78176 0.72311 0.75765
H2 0.49853 0.44196 1.68483
H3 0.98202 1.81974 -1.13359
H4 -0.01333 2.52672 0.19836
O4 1.79206 -1.29240 -1.01210
C4 0.89026 -1.14396 -0.14182
O5 0.40180 -2.21566 0.38818
Na1 -1.66328 -2.00452 1.16111
Mg1 1.68783 -3.47400 -0.87759

***

# C4H4N2

C4H4N2 in the gas phase in a non-equilibrium geometry (ωB97M-V/def2-TZVPD, the Open Molecules 2025 dataset).

Values from the calculation:
HOMO-LUMO gap (spin up / spin down) = 6.9 / 6.9 eV
LUMO level (spin up / spin down) = -0.769 / -0.770 eV
Total charge = 0

Positions of all 10 atoms, in Å:
C1 0.21335 -0.59924 1.06192
C2 -1.17929 -0.76235 1.11109
N1 -1.97239 1.07343 -1.55945
N2 -0.88390 0.93068 -1.32804
C3 0.40994 0.76347 -1.09117
C4 0.87966 0.09260 0.05868
H1 0.86871 -1.08662 1.78646
H2 -1.35994 -1.67778 1.71280
H3 1.05498 1.19772 -1.84664
H4 1.96888 0.06809 0.09435

***

# C4H4N2

3 unconnected molecules or ions with the total composition C4H4N2 in a non-equilibrium geometry (ωB97M-V/def2-TZVPD, the Open Molecules 2025 dataset).

Values from the calculation:
HOMO-LUMO gap = 11.6 eV
LUMO level = 1.276 eV
Total charge = 0

Positions of all 10 atoms, in Å:
C1 -0.15659 -1.45204 1.14252
C2 -0.41847 -2.03530 0.12703
H1 0.06858 -0.95103 2.05220
H2 -0.67921 -2.54684 -0.76760
C3 0.48253 2.03010 0.04018
C4 1.01647 1.32212 0.85140
H3 0.01117 2.65573 -0.68644
H4 1.51051 0.70172 1.56709
N1 -0.87030 -0.40934 -2.21100
N2 -0.93666 0.68435 -2.10158

***

# C4H4N2

C4H4N2 in the gas phase in a non-equilibrium geometry (ωB97M-V/def2-TZVPD, the Open Molecules 2025 dataset).

Values from the calculation:
HOMO-LUMO gap = 9.5 eV
LUMO level = -0.807 eV
Total charge = 0

Positions of all 10 atoms, in Å:
C1 0.72165 1.28327 0.55375
C2 0.10086 0.16645 0.12509
C3 0.65474 -1.15791 -0.18533
N1 -0.24430 -1.91103 -0.70549
N2 -1.48705 -1.14304 -0.78584
C4 -1.27070 0.02510 -0.30211
H1 1.77982 1.34734 0.87619
H2 0.13939 2.18514 0.72001
H3 1.65406 -1.54704 -0.02104
H4 -2.04848 0.75173 -0.27524

***

# C4H4N2

C4H4N2 in the gas phase in a non-equilibrium geometry (ωB97M-V/def2-TZVPD, the Open Molecules 2025 dataset).

Values from the calculation:
HOMO-LUMO gap = 8.8 eV
LUMO level = -0.334 eV
Total charge = 0

Positions of all 10 atoms, in Å:
C1 0.09682 -1.15367 0.00210
C2 1.34494 -0.64334 -0.06741
N1 1.30918 0.76132 -0.03390
C3 0.06991 1.08866 0.04678
N2 -0.77215 -0.04133 0.11651
C4 -2.07970 -0.10129 -0.10753
H1 -0.28086 -2.16609 0.10160
H2 2.29108 -1.17900 -0.08529
H3 -0.35440 2.09105 0.00562
H4 -2.45130 0.94062 -0.03621

***

# C4H4N2

C4H4N2 in the gas phase (ωB97M-V/def2-TZVPD, the Open Molecules 2025 dataset).

Values from the calculation:
HOMO-LUMO gap (spin up / spin down) = 7.3 / 7.5 eV
LUMO level (spin up / spin down) = -1.536 / -1.662 eV
Total charge = 0

Positions of all 10 atoms, in Å:
C1 -1.33441 -0.23317 0.10743
C2 -0.63022 1.04736 0.03150
N1 0.80260 1.07911 -0.13733
C3 1.37385 -0.05346 0.01663
N2 0.78093 -1.31864 0.14455
C4 -0.50282 -1.37555 -0.10772
H1 -0.89557 1.63321 0.92336
H2 -1.10871 1.67475 -0.73619
H3 2.46213 -0.09045 -0.00262
H4 -0.94778 -2.36316 -0.23960

***

# C4H4N2

C4H4N2 in the gas phase in a non-equilibrium geometry (ωB97M-V/def2-TZVPD, the Open Molecules 2025 dataset).

Values from the calculation:
HOMO-LUMO gap = 10.0 eV
LUMO level = 0.616 eV
Total charge = 0

Positions of all 10 atoms, in Å:
C1 0.66234 0.16045 -1.06460
C2 1.40711 0.14660 0.04662
N1 0.60125 -0.06832 1.59973
C3 -0.65149 -0.19655 1.58797
N2 -1.63568 -0.18721 0.11891
C4 -0.95650 -0.03012 -0.94844
H1 0.94787 0.28492 -2.12863
H2 2.43285 0.22573 0.41904
H3 -1.44096 -0.33680 2.35315
H4 -1.36678 0.00130 -1.98375

***

# C4H4N2

A molecular structure, C4H4N2 in a non-equilibrium geometry (ωB97M-V/def2-TZVPD, the Open Molecules 2025 dataset).

Values from the calculation:
HOMO-LUMO gap = 7.9 eV
LUMO level = -0.331 eV
Total charge = 0

Positions of all 10 atoms, in Å:
C1 1.19512 1.00526 0.11533
C2 0.74459 -0.94827 0.27690
N1 0.21359 -1.31150 -0.82324
C3 -0.84520 -0.67496 -0.02964
C4 -1.06615 0.76352 0.02588
N2 0.02034 1.47557 -0.00599
H1 1.96921 1.29803 -0.61253
H2 1.52707 -1.49781 0.78992
H3 -1.71813 -1.32902 0.08469
H4 -2.04045 1.21918 0.17868

***

# C4H4N2

A molecular structure, C4H4N2 in a non-equilibrium geometry (ωB97M-V/def2-TZVPD, the Open Molecules 2025 dataset).

Values from the calculation:
HOMO-LUMO gap = 9.8 eV
LUMO level = -0.501 eV
Total charge = 0

Positions of all 10 atoms, in Å:
N1 0.08785 1.25935 0.77973
C1 0.29039 -0.10018 0.64050
C2 -0.76624 -0.89172 0.04855
C3 -1.56022 -1.61254 -0.49318
C4 1.40203 0.01052 -0.91351
N2 1.28571 0.76586 -1.80174
H1 0.05851 1.64345 -0.15952
H2 0.80813 1.71012 1.33158
H3 0.63914 -0.54953 1.59096
H4 -2.24531 -2.23533 -1.02338

***

E_tot
In order: -8419.56959, -21299.87673, -13069.80272, -13799.74076, -19939.17643, -24637.11745, -11390.76710, -17450.57965, -36200.76211, -24610.28731, -28991.18792, -24311.55083, -7187.34789, -7189.16932, -7190.70949, -7189.76612, -7188.41398, -7189.09600, -7187.49067, -7188.48171
Unit: eV